[1]
Below is a cluster of 2 separate species, C7H10S in total, with properties calculated with ωB97M-V with the def2-TZVPD basis set.

E_tot = -670.6267 Eh
Energy relative to the best compared isomer or geometry (same formula, charge and spin) = 7.533 eV
Total charge = 0
LUMO = -0.013 Ha
Molar mass = 126.22 Da
F_max = 4.267 eV Å⁻¹
Gap between HOMO and LUMO = 8.1 eV

CARTESIAN COORDINATES (ANGSTROEM)
C 2.666 1.297 0.155
C 3.168 0.079 0.273
C -2.051 -0.798 -0.215
C 0.559 -0.459 0.315
C -2.716 0.478 0.316
C 1.852 0.076 -0.389
C -0.714 -0.142 -0.590
S -1.403 1.578 -0.325
H 2.580 2.333 0.298
H 4.554 -1.078 0.817
H -1.897 -1.696 0.582
H -2.551 -1.040 -1.151
H 0.735 -1.455 0.328
H 0.262 -0.114 1.366
H -3.693 0.904 0.034
H -2.559 0.442 1.378
H 1.677 -0.069 -1.482
H -0.469 -0.336 -1.712

---

[2]
Below is the molecule C7H10S, with properties calculated with ωB97M-V with the def2-TZVPD basis set.

E_tot = -670.7499 Eh
Energy relative to the best compared isomer or geometry (same formula, charge and spin) = 4.180 eV
Total charge = 0
LUMO (spin up / spin down) = -0.065 / -0.065 Ha
Molar mass = 126.22 Da
F_max = 1.546 eV Å⁻¹
Gap between HOMO and LUMO (spin up / spin down) = 5.6 / 5.6 eV

CARTESIAN COORDINATES (ANGSTROEM)
C -1.301 1.205 0.039
C 0.045 0.975 -0.112
C -2.314 0.315 0.060
C -3.363 -0.417 -0.065
C 0.813 -0.294 -0.009
C 1.632 -0.233 1.296
C 1.766 -0.390 -1.211
S -0.191 -1.802 0.032
H -1.588 2.243 0.189
H 0.672 1.845 -0.265
H -3.659 -1.149 0.674
H -3.983 -0.366 -0.953
H 2.301 0.625 1.290
H 2.218 -1.144 1.396
H 0.962 -0.159 2.149
H 2.395 -1.270 -1.109
H 2.401 0.494 -1.269
H 1.193 -0.477 -2.132

---

[3]
Below is the molecule C7H11BO3, with properties calculated with ωB97M-V with the def2-TZVPD basis set.

E_tot = -523.8900 Eh
Energy relative to the best compared isomer or geometry (same formula, charge and spin) = 3.367 eV
Total charge = 0
SMILES = C=C/C=C\C=C(\CO)B(O)O
LUMO = 0.008 Ha
Molar mass = 153.97 Da
F_max = 8.109 eV Å⁻¹
Gap between HOMO and LUMO = 8.7 eV

CARTESIAN COORDINATES (ANGSTROEM)
C 0.236 1.038 -2.011
C -0.452 1.716 -1.194
C -1.736 1.321 -0.588
C -2.111 0.118 -0.167
C -1.276 -1.046 0.167
C -0.043 -1.060 0.729
C 0.716 -2.333 0.711
O 1.561 -2.432 1.800
B 0.705 0.216 1.210
O 2.069 0.169 1.062
O 0.046 1.224 1.924
H 1.161 1.421 -2.577
H -0.054 0.071 -2.613
H -0.034 2.553 -0.670
H -2.398 2.205 -0.608
H -3.086 0.137 0.289
H -1.694 -2.050 -0.008
H 1.315 -2.265 -0.294
H 0.165 -3.318 0.504
H 2.024 -1.641 1.817
H 2.520 0.893 1.400
H 0.352 2.107 2.093

---

[4]
Below is a cluster of 2 separate species, C7H11BrN4O in total, with properties calculated with ωB97M-V with the def2-TZVPD basis set.

E_tot = -3141.5015 Eh
Energy relative to the best compared isomer or geometry (same formula, charge and spin) = 0.278 eV
Total charge = 0
SMILES = [H]/N=c1\o[nH]nc1Br.C1=NCCCC1
LUMO = 0.028 Ha
Molar mass = 247.10 Da
F_max = 2.002 eV Å⁻¹
Gap between HOMO and LUMO = 9.3 eV

CARTESIAN COORDINATES (ANGSTROEM)
H 4.463 -3.341 0.175
N 3.599 -3.285 -0.350
C 3.019 -2.176 -0.322
O 3.400 -1.013 0.306
N 2.454 -0.016 -0.100
N 1.486 -0.575 -0.777
C 1.764 -1.813 -0.997
Br 0.713 -2.943 -2.008
H 2.112 0.597 0.645
C -0.205 1.769 -0.112
N 0.105 0.837 0.676
C -0.895 -0.071 1.173
C -2.225 -0.044 0.419
C -2.637 1.404 0.176
C -1.558 2.070 -0.673
H 0.609 2.410 -0.436
H -1.043 0.181 2.230
H -0.461 -1.073 1.139
H -2.982 -0.575 0.995
H -2.103 -0.550 -0.540
H -2.719 1.926 1.132
H -3.607 1.453 -0.322
H -1.588 1.678 -1.695
H -1.702 3.150 -0.734

---

[5]
Below is the molecule C7H11BrOS, with properties calculated with ωB97M-V with the def2-TZVPD basis set.

E_tot = -3320.7135 Eh
Total charge = 0
SMILES = CC[C@@H](O)[C@@]1(Br)CC=CS1
LUMO = 0.021 Ha
Molar mass = 223.14 Da
F_max = 2.585 eV Å⁻¹
Gap between HOMO and LUMO = 9.0 eV

CARTESIAN COORDINATES (ANGSTROEM)
C -2.778 -1.266 0.256
C -1.294 -1.227 -0.120
C -0.338 -0.396 0.750
O -0.061 -1.176 1.826
C 0.963 0.052 0.014
Br 1.968 -1.605 -0.697
C 0.791 1.032 -1.120
C 1.831 2.048 -0.940
C 2.446 2.033 0.226
S 2.034 0.769 1.266
H -3.030 -2.107 0.855
H -3.314 -1.731 -0.615
H -3.311 -0.369 0.581
H -1.171 -0.890 -1.184
H -0.879 -2.197 -0.219
H -0.753 0.641 1.095
H 0.428 -0.595 2.445
H -0.246 1.398 -1.049
H 1.027 0.564 -2.069
H 2.287 2.515 -1.786
H 3.400 2.510 0.485

---

[6]
Below is a structure of composition C7H11Cl13, with properties calculated with ωB97M-V with the def2-TZVPD basis set.

E_tot = -6255.7879 Eh
Energy relative to the best compared isomer or geometry (same formula, charge and spin) = 0.691 eV
Total charge = 0
LUMO = 0.014 Ha
Molar mass = 556.05 Da
F_max = 2.688 eV Å⁻¹
Gap between HOMO and LUMO = 11.1 eV

CARTESIAN COORDINATES (ANGSTROEM)
Cl -14.864 11.973 31.654
C -15.412 11.367 30.079
C -16.911 11.710 29.759
Cl -17.873 10.598 30.738
H -15.118 10.347 29.830
H -14.886 12.001 29.366
H -17.074 11.482 28.705
H -17.212 12.739 29.953
Cl -15.018 6.375 28.346
C -16.794 6.761 28.455
C -17.648 5.522 28.081
Cl -17.645 4.273 29.301
H -17.120 7.540 27.765
H -16.956 7.039 29.496
H -17.368 5.085 27.122
H -18.677 5.861 27.965
C -14.081 5.673 37.275
Cl -14.654 4.046 37.064
Cl -12.419 5.559 37.878
Cl -15.035 6.499 38.467
H -14.122 6.078 36.264
C -14.162 7.360 31.985
Cl -13.742 7.085 33.703
Cl -13.249 8.710 31.316
Cl -15.906 7.759 31.923
H -14.051 6.436 31.417
C -12.950 3.440 30.261
Cl -12.084 2.006 30.801
Cl -11.892 4.812 30.501
Cl -14.340 3.805 31.194
H -13.225 3.254 29.222

---

[7]
Below is a structure of composition C7H11ClNO, with properties calculated with ωB97M-V with the def2-TZVPD basis set.

E_tot = -863.1575 Eh
Energy relative to the best compared isomer or geometry (same formula, charge and spin) = 2.383 eV
Total charge = +1
LUMO = -0.122 Ha
Molar mass = 160.62 Da
F_max = 4.351 eV Å⁻¹
Gap between HOMO and LUMO = 9.4 eV

CARTESIAN COORDINATES (ANGSTROEM)
C -1.167 1.966 0.057
C -2.523 1.980 -0.120
C -0.860 0.531 0.053
C -2.084 -0.134 0.034
C 1.289 -0.938 1.397
C 1.807 0.627 -0.499
C 0.882 -0.437 0.049
N 0.490 -1.559 -0.923
O -3.066 0.754 -0.068
Cl -2.392 -1.884 0.014
H -0.504 2.748 -0.130
H -3.127 2.812 0.025
H 2.475 -1.093 1.490
H 0.742 -0.453 2.235
H 0.958 -1.967 1.560
H 1.854 1.359 0.379
H 2.791 0.152 -0.708
H 1.372 1.035 -1.435
H -0.369 -1.899 -0.550
H 1.146 -2.431 -1.020
H 0.287 -1.168 -1.841

---

[8]
Below is a cluster of 2 separate species, C7H11ClOS in total, with properties calculated with ωB97M-V with the def2-TZVPD basis set.

E_tot = -1206.8172 Eh
Energy relative to the best compared isomer or geometry (same formula, charge and spin) = 2.296 eV
Total charge = 0
LUMO (spin up / spin down) = 0.003 / 0.003 Ha
Molar mass = 178.68 Da
F_max = 1.832 eV Å⁻¹
Gap between HOMO and LUMO (spin up / spin down) = 9.2 / 9.2 eV

CARTESIAN COORDINATES (ANGSTROEM)
C 0.219 1.248 3.916
C 1.468 -0.453 0.832
C -0.420 2.093 3.352
C 0.321 0.995 -0.807
C -0.955 -0.643 0.580
C 0.542 -1.472 -1.251
C 0.364 -0.399 -0.173
O 3.139 -1.569 2.380
S 2.199 -1.844 1.288
Cl 1.122 0.068 4.593
H -0.983 2.872 2.931
H 1.722 0.457 1.356
H 1.231 1.191 -1.371
H -0.528 1.079 -1.480
H 0.223 1.756 -0.035
H -1.064 0.082 1.382
H -0.976 -1.644 1.011
H -1.799 -0.544 -0.101
H -0.306 -1.449 -1.933
H 0.602 -2.459 -0.800
H 1.451 -1.301 -1.821

---

[9]
Below is the molecule C7H11F, with properties calculated with ωB97M-V with the def2-TZVPD basis set.

E_tot = -373.0179 Eh
Energy relative to the best compared isomer or geometry (same formula, charge and spin) = 4.070 eV
Total charge = 0
SMILES = C/C=C1/CC[C@H](F)C1
LUMO = 0.037 Ha
Molar mass = 114.16 Da
F_max = 4.969 eV Å⁻¹
Gap between HOMO and LUMO = 10.4 eV

CARTESIAN COORDINATES (ANGSTROEM)
C -2.396 -1.052 -0.163
C -1.777 0.444 0.054
C -0.490 0.381 0.196
C 0.486 1.660 0.105
C 1.789 0.811 -0.300
C 1.784 -0.441 0.475
F 2.822 -1.138 -0.206
C 0.391 -0.962 0.205
H -3.183 -1.571 0.662
H -2.896 -0.803 -1.244
H -1.613 -1.951 -0.097
H -2.453 1.376 0.035
H 0.492 2.146 1.108
H 0.116 2.560 -0.558
H 2.811 1.548 -0.485
H 1.357 0.181 -1.310
H 2.065 -0.378 1.511
H 0.229 -1.702 0.916
H 0.467 -1.110 -0.902

---

[10]
Below is a structure of composition C7H11HgIO2, with properties calculated with ωB97M-V with the def2-TZVPD basis set.

E_tot = -873.8976 Eh
Total charge = +2
LUMO = -0.511 Ha
Molar mass = 454.66 Da
F_max = 9.423 eV Å⁻¹
Gap between HOMO and LUMO = 3.1 eV

CARTESIAN COORDINATES (ANGSTROEM)
C 2.815 0.021 -0.766
C 1.772 0.175 0.488
C 0.429 -0.745 0.425
I 0.303 -2.026 -1.399
C -0.991 0.026 0.670
C -1.173 1.614 0.345
O -2.340 1.831 -0.573
C -2.424 0.530 -1.316
O -2.495 0.366 -2.641
C -2.347 -0.527 -0.067
H 2.357 0.196 -1.829
H 3.621 0.890 -0.623
H 3.408 -0.980 -0.642
H 2.380 -0.152 1.461
H 1.580 1.337 0.624
H 0.518 -1.542 1.311
H -1.288 -0.086 1.820
H -0.282 1.832 -0.416
H -1.035 2.411 1.222
H -2.512 -1.671 -0.232
H -3.297 -0.208 0.564
Hg 1.003 -3.292 1.576

---

[11]
Below is a structure of composition C7H11N, with properties calculated with ωB97M-V with the def2-TZVPD basis set.

E_tot = -327.7419 Eh
Energy relative to the best compared isomer or geometry (same formula, charge and spin) = 9.418 eV
Total charge = 0
LUMO = 0.039 Ha
Molar mass = 109.17 Da
F_max = 10.809 eV Å⁻¹
Gap between HOMO and LUMO = 9.0 eV

CARTESIAN COORDINATES (ANGSTROEM)
C 1.707 0.766 -0.078
C 1.867 -0.825 0.153
C 0.409 -0.848 -0.281
C 0.446 0.747 0.312
C -1.139 0.950 0.197
C -1.469 -0.444 0.870
C -1.475 0.178 -0.971
H 2.126 1.809 0.179
H 1.654 0.771 -1.209
H 2.426 -1.424 -0.630
H 1.853 -1.245 1.156
H 0.588 -0.853 -1.421
H 0.671 0.395 1.231
H -1.643 1.757 0.518
H -2.561 -0.504 1.135
H -1.069 -0.686 1.960
H -2.458 -0.106 -1.140
H -0.882 0.645 -1.719
N -1.053 -1.083 -0.264

---

[12]
Below is the molecule C7H11N, with properties calculated with ωB97M-V with the def2-TZVPD basis set.

E_tot = -327.8993 Eh
Energy relative to the best compared isomer or geometry (same formula, charge and spin) = 5.134 eV
Total charge = 0
SMILES = [H]/N=C(\C)C1=C[C@H]1CC
LUMO = 0.034 Ha
Molar mass = 109.17 Da
F_max = 5.229 eV Å⁻¹
Gap between HOMO and LUMO = 10.0 eV

CARTESIAN COORDINATES (ANGSTROEM)
H -2.737 -1.997 -0.427
N -1.903 -1.494 -0.634
C -1.879 -0.279 -0.229
C -2.761 0.675 0.487
C -0.247 0.519 -0.291
C 0.336 1.672 -0.094
C 1.090 0.656 -0.956
C 2.299 -0.092 -0.379
C 1.941 -1.152 0.758
H -3.688 0.556 0.000
H -2.716 0.305 1.519
H -2.319 1.628 0.350
H 0.285 2.688 0.435
H 1.142 0.817 -2.130
H 2.502 -0.837 -1.128
H 3.059 0.578 -0.271
H 1.686 -0.672 1.696
H 2.812 -1.837 0.972
H 1.096 -1.736 0.324